# C40H72B3F12N9O5

10 unconnected molecules or ions with the total composition C40H72B3F12N9O5 at a distorted geometry (wB97M-V/def2-TZVPD, the OMol25 dataset).

Values from the calculation:
Total charge: +6
Energy in eV: -100888.8692
E_LUMO in eV: -14.1
Orbital gap in eV: 5.979

Geometry as XYZ:
```
141
Properties=species:S:1:pos:R:3:forces:R:3:mulliken_charge:R:1
C 0.8009 -3.1960 0.2701 -0.745 1.344 -0.339 -0.401
C 1.8030 -3.6908 1.2638 0.980 -1.375 -1.493 0.311
O 2.1914 -4.8082 1.2952 -0.240 0.352 0.600 -0.388
N 2.5098 -2.6442 2.1074 -0.733 0.686 -1.598 0.424
H 2.5703 -1.8160 1.4982 0.325 0.257 0.039 -0.447
H 1.7975 -2.3888 2.7903 0.661 0.106 0.804 0.313
C 3.8790 -3.0560 2.5450 -0.300 -0.964 0.203 -0.749
H -0.1678 -3.6918 0.3364 0.109 -0.137 0.463 0.589
H 1.0975 -3.3414 -0.7704 0.735 -0.464 0.252 0.277
H 0.6812 -2.1096 0.3148 -0.194 -0.011 0.293 -0.252
H 4.4499 -3.3082 1.6526 -0.096 0.343 -0.139 0.271
H 3.7089 -4.0090 3.0423 0.451 0.241 0.517 0.435
H 4.3508 -2.2617 3.1153 -0.162 -0.124 0.156 0.315
C -5.1314 4.8280 0.1753 0.524 -0.126 0.997 -0.874
C -4.0786 4.7882 -0.9037 -2.580 1.348 -0.779 0.455
O -3.8387 5.6599 -1.6643 0.621 -0.204 0.426 -0.340
N -3.4700 3.4671 -1.2775 2.034 -2.760 0.085 -0.056
H -4.0411 2.6217 -1.3402 -0.976 0.446 0.950 0.346
H -3.2182 3.4798 -2.2699 0.699 1.077 0.078 0.387
C -2.2608 3.0561 -0.3642 -0.672 0.143 -0.023 -0.858
H -4.8481 5.5903 0.9053 0.168 0.055 -0.055 0.338
H -5.2860 3.9088 0.7413 0.223 -0.159 -0.209 0.231
H -6.1093 5.1692 -0.1671 0.205 -0.022 -0.645 0.367
H -1.7943 2.1165 -0.6593 0.009 0.240 -0.680 0.018
H -2.6508 2.8312 0.6263 -0.266 0.489 0.030 0.375
H -1.5514 3.8771 -0.3130 -0.018 -0.047 -0.171 0.518
C -3.4243 -0.2815 1.8285 0.140 -0.208 0.402 -0.280
C -4.8171 -0.2171 2.4227 0.896 -0.242 0.268 0.304
O -5.3154 0.7505 2.8639 -0.493 -0.204 -0.141 -0.380
N -5.5446 -1.5941 2.5903 0.100 1.100 0.229 -0.148
H -4.8566 -2.3090 2.3569 -0.441 -0.379 -0.562 0.362
H -5.7295 -1.7778 3.5793 -0.251 0.457 0.208 0.407
C -6.8503 -1.6224 1.8006 0.154 -1.379 -0.216 -0.764
H -2.7245 -0.4966 2.6434 -0.142 0.003 0.216 0.394
H -3.1333 0.7087 1.4915 -0.136 -0.020 -0.167 -0.077
H -3.1883 -1.0487 1.0924 -0.494 0.032 -0.157 0.135
H -7.4351 -2.4653 2.1676 0.079 -0.024 0.025 0.395
H -6.5603 -1.8529 0.7784 -0.245 0.292 -0.097 0.278
H -7.4707 -0.7356 1.8991 0.578 0.308 0.210 0.350
C 6.3910 -0.3856 1.0706 -0.641 0.884 0.544 -0.365
C 6.1971 0.9493 0.4007 1.893 -2.204 0.020 0.430
O 7.1091 1.6904 0.2784 -1.168 1.192 -0.508 -0.442
N 4.9129 1.1137 -0.3830 -1.631 1.223 0.976 1.588
H 4.9745 1.0204 -1.3978 0.825 0.101 -0.295 -0.138
H 4.1840 0.4137 -0.2108 0.603 -0.657 0.732 -0.591
C 4.2311 2.4095 -0.0627 -0.556 0.756 -1.581 -0.064
H 7.0364 -0.9254 0.3782 -0.172 -0.402 0.154 0.402
H 5.4507 -0.8414 1.3607 0.196 -0.383 -0.506 -0.414
H 6.9122 -0.1720 2.0038 0.271 -0.123 -0.116 0.376
H 3.9022 2.5679 0.9600 0.544 -0.579 0.194 0.140
H 3.3530 2.3891 -0.7088 -0.186 0.079 0.257 -0.366
H 4.8020 3.2552 -0.4416 0.432 -0.162 0.377 0.473
C -3.7167 -1.0012 11.1916 0.524 -0.422 0.368 -0.926
N -3.0695 -0.3974 9.9765 -1.705 -0.953 2.264 0.015
C -3.4319 0.8684 9.6777 1.511 -0.336 -0.676 -0.413
C -2.9136 1.4015 8.5249 0.303 -0.205 -1.124 -0.682
C -2.0417 0.6347 7.6762 -0.435 0.264 1.165 1.103
C -1.7488 -0.6602 8.0923 -0.106 -0.327 0.207 -0.666
C -2.2894 -1.1919 9.2795 0.843 1.201 -2.032 -0.212
C -1.3190 1.2393 6.4982 -0.092 0.467 0.952 1.707
C -0.3562 0.5354 5.7916 0.646 0.180 -0.596 -0.913
C 0.3723 1.1842 4.8053 -0.062 -0.161 0.262 -0.828
N 0.2224 2.4939 4.5907 -0.079 0.551 -0.273 0.261
C -0.6784 3.2335 5.2555 -0.774 -1.143 0.889 -0.664
C -1.4614 2.6074 6.2395 0.296 0.270 -0.874 -0.836
C 1.2192 3.1507 3.7128 0.350 0.883 0.513 -0.973
H -3.1350 -1.8557 11.5348 0.346 0.245 -0.031 0.361
H -4.6840 -1.4435 10.9587 -0.219 0.639 -0.173 0.354
H -3.7213 -0.2522 11.9788 -0.340 -0.070 -0.016 0.366
H -3.9435 1.4196 10.4532 -0.412 -0.027 -0.244 0.406
H -3.2137 2.4020 8.2504 0.101 0.056 0.193 0.410
H -1.0832 -1.2752 7.5066 0.007 -0.146 0.175 0.363
H -2.0698 -2.1821 9.6489 -0.082 -0.005 0.030 0.415
H -0.0051 -0.4520 6.0524 -0.354 -0.154 -0.131 0.388
H 1.1458 0.7339 4.1958 0.148 -0.177 0.329 0.899
H -0.7642 4.2713 4.9706 0.110 0.087 0.274 0.482
H -2.1529 3.1858 6.8315 0.063 0.262 -0.250 0.449
H 2.1912 2.8735 4.1249 0.158 -0.432 -0.676 0.371
H 1.1881 4.2276 3.8775 -0.380 -0.016 -0.036 0.408
H 1.0305 2.9416 2.6639 0.235 -0.389 0.115 0.212
C -2.9586 -1.2158 -1.7749 -0.139 -1.076 -0.938 -1.084
N -2.4940 -1.4410 -3.1687 -0.001 0.124 -0.684 0.269
C -1.2333 -1.7902 -3.4668 -0.397 -0.507 -0.671 -0.437
C -0.8828 -2.1437 -4.7843 0.394 0.011 1.741 -1.124
C -1.7718 -1.9988 -5.8356 -0.635 1.049 -0.580 1.491
C -3.0308 -1.4265 -5.4976 0.519 -1.037 -0.093 -1.034
C -3.3964 -1.3140 -4.1739 0.109 0.681 -0.227 -0.318
C -1.4324 -2.3351 -7.2831 -0.258 0.227 0.717 1.065
C -0.3919 -3.2275 -7.4896 0.185 0.438 -0.879 -0.688
C -0.0514 -3.5476 -8.7985 -0.093 -0.612 -0.334 -0.420
N -0.7578 -3.0982 -9.8647 -0.829 -0.514 1.110 0.010
C -1.8074 -2.2919 -9.6640 0.520 0.462 -0.129 -0.307
C -2.1199 -1.8256 -8.3888 -0.091 -0.282 -0.192 -0.767
C -0.4254 -3.6076 -11.2248 1.509 0.322 0.194 -0.785
H -2.2582 -1.7601 -1.1475 0.000 0.540 0.353 0.176
H -3.9232 -1.7225 -1.7426 -0.025 0.077 0.292 0.714
H -3.0977 -0.1577 -1.5730 0.431 -0.047 0.128 0.208
H -0.5538 -1.8636 -2.6286 0.193 0.022 -0.108 0.786
H 0.1216 -2.5457 -4.8106 0.058 0.070 -0.601 0.364
H -3.7213 -1.2208 -6.3028 -0.358 -0.042 0.298 0.413
H -4.3910 -1.0571 -3.8379 -0.110 0.056 -0.311 0.468
H 0.1534 -3.5756 -6.6269 0.261 -0.503 -0.379 0.552
H 0.7111 -4.2572 -9.0907 0.272 0.067 0.425 0.445
H -2.2799 -2.0128 -10.5966 -0.466 0.319 0.319 0.436
H -2.9037 -1.0861 -8.3109 -0.092 -0.084 0.022 0.454
H 0.4473 -3.0170 -11.5112 0.000 -0.101 -0.284 0.396
H -1.1796 -3.4815 -11.9961 -0.413 -0.015 0.497 0.351
H -0.0890 -4.6343 -11.1035 -0.309 -0.080 -0.242 0.295
C 1.5021 0.6141 -5.5246 -1.202 -0.874 -0.687 -1.456
C 2.2774 0.8787 -4.2945 0.475 0.854 2.936 1.114
C 3.7866 1.0760 -4.4017 0.978 -1.398 -0.146 -0.920
O 4.3827 1.7398 -3.3122 -0.952 1.562 0.681 -0.471
C 5.7918 1.9236 -3.4952 1.148 -0.368 -0.098 -0.702
N 1.7296 2.0646 -3.4627 -0.814 0.085 -0.475 -0.073
H 2.0472 2.9487 -3.8600 0.135 0.238 0.421 0.395
H 0.7111 2.0631 -3.4290 -0.083 0.072 -0.566 0.491
H 1.9302 1.9662 -2.4634 0.894 0.290 -0.047 -0.315
H 1.2277 1.4179 -6.2080 0.779 0.313 0.063 0.402
H 0.5283 0.1759 -5.2734 -0.007 0.060 0.290 0.132
H 1.9880 -0.2017 -6.0628 0.271 0.285 -0.212 0.472
H 2.1055 0.1206 -3.5263 0.239 -0.664 -0.547 -0.213
H 4.0773 1.4956 -5.3673 -0.028 0.202 0.011 0.451
H 4.2057 0.0734 -4.2631 -0.194 -0.336 -1.018 0.561
H 6.1164 1.1883 -4.2304 0.354 0.177 0.020 0.451
H 6.3681 1.7537 -2.5822 -0.470 -0.514 0.226 0.191
H 6.1578 2.9231 -3.7391 -0.913 0.187 -0.616 0.313
B 4.3000 0.7042 3.7022 1.547 1.409 0.223 0.047
F 3.2873 0.7721 4.6865 -0.659 -0.579 -0.282 -0.281
F 4.5639 2.0041 3.2669 -0.366 0.887 -0.207 -0.352
F 5.4713 0.1890 4.2062 -0.431 -0.767 0.011 -0.366
F 3.9018 0.0396 2.5168 -1.113 -1.047 -0.068 0.406
B 0.5726 0.8811 0.2152 1.118 0.914 -0.008 0.248
F -0.0831 1.2059 1.4102 -0.450 -0.490 0.269 -0.235
F 0.9755 2.1110 -0.3569 -0.786 0.404 -0.952 -0.426
F 1.7643 0.2089 0.3778 -0.399 -0.976 0.446 -0.323
F -0.3271 0.1783 -0.6382 -0.190 0.046 -0.099 -0.139
B 4.2244 -1.8731 -1.8290 0.386 0.198 -1.424 0.106
F 3.6448 -1.4786 -0.6111 -0.381 0.214 0.849 0.069
F 4.7410 -3.1212 -1.7498 0.149 -0.163 0.237 -0.251
F 3.2138 -1.8159 -2.8365 -0.775 0.019 -0.032 -0.362
F 5.1640 -0.8797 -2.2420 -0.015 -0.140 0.522 -0.365
```
Forces are in eV/Å.